1.
Density functional theory data (ωB97M-V/def2-TZVPD) for C32H43BBrN9O2STa as an isolated structure.

CARTESIAN COORDINATES (ANGSTROEM)
N: 1.358 -1.816 -2.462
H: -5.363 0.133 1.874
C: 3.257 -2.673 0.487
C: 1.219 -1.372 -6.707
H: -1.806 -3.001 -4.922
N: 2.038 -0.609 0.600
C: -0.085 3.136 -0.828
C: 0.134 -1.332 -2.386
H: -0.520 2.651 5.317
C: 0.945 3.179 1.189
H: -1.195 -3.695 -7.216
H: -0.592 -2.784 3.754
C: 0.205 2.747 -2.252
H: 1.850 -2.116 -1.638
C: 0.876 -0.966 -5.425
H: 1.048 5.120 2.038
H: 1.138 -2.490 0.610
H: 0.491 3.674 -2.756
H: 2.057 -0.909 -7.210
N: -2.427 1.488 2.079
C: 0.423 0.627 5.283
H: 3.158 1.132 0.538
H: -4.180 2.440 2.735
H: -4.486 -2.032 1.483
H: 3.077 -2.555 3.899
C: -2.578 -2.885 1.350
C: -0.962 -2.548 -5.426
C: 0.566 -0.224 4.192
H: 1.545 1.455 -3.345
C: -1.064 2.205 -2.908
C: 4.423 -0.598 0.412
H: 2.312 2.279 -1.988
H: 1.431 -0.174 -4.937
N: -0.631 3.018 1.255
N: -0.389 1.625 3.486
H: -4.633 -1.094 -0.853
O: 1.356 1.850 1.377
C: 2.079 -1.964 0.570
N: -2.109 0.273 1.500
H: 0.901 -3.454 3.087
C: 2.669 -1.544 3.925
C: -0.186 1.763 4.803
N: 0.065 0.391 3.093
B: -1.361 2.432 2.602
C: 1.160 -1.597 4.192
C: -0.614 -2.935 -6.711
H: -1.811 4.880 1.424
C: 4.465 -1.980 0.412
C: 1.396 1.798 -2.323
H: -1.447 1.345 -2.355
H: -2.422 -2.855 2.427
C: 0.359 -2.530 3.288
C: -0.208 -1.567 -4.800
H: 5.330 -0.014 0.344
N: -0.680 2.126 0.075
O: 1.143 3.523 -0.125
H: 0.740 -2.662 -8.349
H: -1.796 3.356 3.206
C: -1.288 4.238 0.735
H: 1.237 0.909 -1.699
C: 1.523 4.148 2.166
H: 2.586 4.263 1.962
H: 0.103 -2.072 2.324
H: -0.858 1.915 -3.938
C: -3.747 1.568 2.271
H: -1.522 -0.775 -3.338
C: 0.475 -2.353 -7.347
H: 5.404 -2.515 0.351
C: -1.002 4.314 -0.547
H: -1.856 2.955 -2.932
H: 3.179 -0.999 4.718
C: -4.322 0.403 1.834
S: -0.725 -1.004 -0.872
H: -1.613 -2.805 0.850
Br: 3.195 -4.542 0.481
N: -0.594 -1.156 -3.465
H: 0.707 0.418 6.300
H: -1.240 5.106 -1.240
H: -4.614 -2.844 -0.664
H: 2.905 -1.044 2.986
C: -3.283 -0.404 1.369
H: 1.720 -2.090 -3.370
H: 1.395 3.793 3.186
C: -3.577 -1.819 0.914
H: -2.979 -3.868 1.104
Ta: 0.080 0.457 0.945
C: -4.015 -1.941 -0.553
H: -3.178 -2.018 -1.243
H: 1.036 -1.968 5.212
C: 3.208 0.056 0.513

Atoms 1-6, force components in eV/Å:
N 0.0 0.0 0.0
H 0.0 0.0 0.0
C 0.0 0.0 0.0
C 0.0 0.0 0.0
H 0.0 0.0 0.0
N 0.0 -0.1 0.0

The calculation puts the orbital gap at 6.6 eV. The relative energy (zero: lowest compared OMol25 entry of this formula, charge and spin) comes out at 76.86 kcal per mole. The value obtained for the total energy is -4941.77052 a.u. The calculation puts the HOMO energy at -0.6092 Ha. The charge is +3.

2.
Density functional theory data (ωB97M-V/def2-TZVPD) for C32H43BiN3P as an isolated structure in a non-equilibrium geometry.

CARTESIAN COORDINATES (ANGSTROEM)
H: -3.102 -1.065 -2.467
H: 3.294 -4.223 0.160
C: -2.083 2.084 3.267
C: 1.752 -3.933 -1.412
C: 3.156 2.478 -2.821
H: -0.021 1.913 3.254
H: -5.438 2.197 2.645
C: 1.829 2.386 0.908
H: -0.502 -2.663 1.029
H: 2.089 -1.840 -4.031
H: 3.235 0.850 -1.288
C: 2.334 -3.062 -2.349
H: 5.354 2.871 3.188
C: -0.886 1.601 2.786
H: -4.890 1.965 4.279
H: -0.052 2.787 -0.055
C: -2.541 -2.324 0.427
H: 1.586 -1.672 2.646
H: 0.031 2.367 -3.193
C: 3.835 0.757 1.903
H: -1.863 1.728 -2.075
C: 2.340 -1.295 1.897
H: 0.548 4.017 1.078
C: 2.655 1.519 -1.951
C: 2.012 3.056 -3.352
C: -4.590 2.411 3.361
C: -3.044 -0.158 -1.840
C: 0.360 -4.118 -1.483
C: -1.473 -2.635 1.427
C: -3.971 -2.346 1.002
C: -2.172 0.551 1.049
C: -0.460 -3.450 -2.438
H: -4.036 -1.699 1.882
H: -1.428 -1.841 2.193
H: 1.355 3.764 -0.550
H: -4.214 1.289 -0.985
P: -2.165 -0.630 -0.319
H: 2.955 -5.595 -0.846
H: -2.462 1.019 -3.630
H: 1.868 -5.159 0.372
H: -0.071 -4.886 -0.884
C: -4.417 0.479 -1.682
C: 4.133 2.064 1.682
C: 2.568 0.208 1.694
H: 3.282 3.890 1.000
H: 4.632 0.123 2.242
N: 0.262 0.549 0.923
H: -4.572 3.502 3.438
H: -0.309 -2.150 -4.218
C: -0.930 0.888 1.576
C: 3.086 2.831 1.234
C: 0.155 -2.582 -3.338
H: 6.238 1.896 2.018
C: -3.344 0.956 1.616
C: -2.089 0.805 -2.631
H: -1.135 0.307 -2.752
H: -4.729 0.968 -2.561
H: -4.181 -3.372 1.273
C: 5.418 2.668 2.126
H: 2.115 -1.790 0.916
H: 3.285 -1.743 2.158
H: -2.467 -2.994 -0.469
H: -4.653 -2.023 0.292
C: -3.348 1.796 2.724
H: -4.317 0.651 1.174
C: 1.532 1.101 1.269
N: 0.988 2.302 -2.961
C: 1.550 -2.387 -3.248
H: 5.767 3.538 1.575
H: -1.484 -3.704 -2.518
H: 3.368 -2.808 -2.287
H: -2.033 2.707 4.111
C: 2.489 -4.742 -0.357
H: -5.143 -0.197 -1.341
C: 0.828 3.311 0.300
N: 1.333 1.368 -2.104
H: -1.575 -3.558 1.942
H: 1.900 3.994 -3.936
H: 4.246 2.725 -2.862
Bi: 0.425 -0.595 -0.800

Atoms 1-6, force components in eV/Å:
H 0.0 0.0 0.4
H 0.0 0.3 -0.2
C -0.5 -0.6 -0.4
C -0.8 -0.1 0.5
C 1.0 0.7 1.0
H 1.9 0.3 0.7

The calculation puts the orbital gap at 6.6 eV. The relative energy (zero: lowest compared OMol25 entry of this formula, charge and spin) comes out at 2.52 kcal per mole. The value obtained for the total energy is -1964.83324 a.u. The calculation puts the HOMO energy at -0.4918 Ha. The charge is +2.

3.
Density functional theory data (ωB97M-V/def2-TZVPD) for C32H43BrF3N5O2STl as an isolated structure in a non-equilibrium geometry.

CARTESIAN COORDINATES (ANGSTROEM)
H: -3.576 5.112 -1.484
C: -0.411 2.690 -0.794
H: -5.352 4.820 -1.406
H: 2.814 2.239 2.968
C: -4.158 4.130 1.031
H: -6.318 2.897 -0.271
H: 3.436 -3.264 2.425
H: 1.135 -0.171 -5.541
C: 0.770 3.670 -0.848
C: 1.415 -3.550 -5.028
Tl: 1.438 -1.793 -0.255
H: 0.104 -4.252 4.507
N: 2.690 -2.675 2.834
S: 4.190 -1.672 0.828
H: -5.394 1.766 -1.283
H: -5.383 1.653 0.513
C: -0.344 1.230 -0.962
Br: -1.863 -1.340 -1.340
C: 0.853 -4.032 2.479
H: 1.826 -4.368 -3.123
C: -4.354 4.345 -1.468
C: -0.158 -4.604 1.605
C: 0.610 4.420 -2.184
C: 2.166 3.003 -0.849
C: 1.686 -3.438 -3.669
H: 3.537 1.177 4.156
H: 1.397 -4.541 -5.487
H: 2.131 2.175 4.631
H: -3.888 3.473 1.879
H: 1.885 -4.025 4.341
H: 2.256 2.343 -1.695
C: 0.400 0.989 2.737
H: -1.241 -5.703 3.140
H: -0.129 5.317 0.311
H: -2.761 -5.936 -0.866
C: -1.645 3.256 -0.542
C: -4.172 3.335 -0.299
H: -0.316 5.034 -2.217
N: 0.024 -4.402 0.276
N: 1.876 -2.300 -3.005
H: -0.176 1.673 3.363
C: 2.582 1.580 3.820
C: -2.039 -5.540 -0.131
C: 0.995 -4.507 3.904
H: 0.860 -1.355 4.233
C: -1.235 -5.376 2.098
H: 1.675 5.284 0.329
C: 3.196 -1.313 2.433
H: 4.809 -1.657 3.662
O: 2.205 -0.366 2.288
H: 1.444 5.098 -2.347
C: -0.902 -4.860 -0.547
H: 2.378 2.400 0.049
N: 4.195 -0.895 3.354
H: 0.550 0.093 5.225
H: -0.233 0.134 2.438
H: -3.708 0.537 -0.482
N: 1.585 -3.063 1.992
H: -1.679 4.327 -0.437
C: 1.317 -1.142 -5.063
O: 0.731 0.574 -1.085
C: 1.658 0.439 3.410
C: 1.660 -1.166 -3.736
H: 0.717 1.525 1.837
H: -3.107 -6.275 1.613
H: 1.154 -5.615 3.888
C: -5.374 2.353 -0.339
C: 1.107 -2.386 -7.258
H: 1.807 -0.219 -3.209
H: 2.190 -0.626 5.165
C: 1.261 -2.362 -5.766
C: -2.859 2.551 -0.478
C: -1.634 0.537 -0.956
F: 1.164 -1.139 -7.781
H: -0.703 -4.731 -1.629
F: -0.073 -2.910 -7.633
H: 0.723 4.158 1.319
F: 2.128 -3.083 -7.829
C: 1.299 -0.418 4.592
C: 0.765 4.667 0.349
H: 0.550 3.731 -3.046
H: 4.764 -0.152 2.944
C: -2.819 1.156 -0.622
H: 2.962 3.767 -0.963
H: -3.426 4.963 0.990
H: -5.156 4.550 1.222
C: -2.229 -5.763 1.212
H: -4.251 3.814 -2.438

Atoms 1-6, force components in eV/Å:
H -0.1 0.1 0.2
C -0.3 0.2 0.8
H 0.6 -0.2 0.0
H -0.3 -0.1 0.2
C 0.4 -0.2 0.1
H 0.1 0.1 -0.1

The calculation puts the orbital gap (alpha / beta) at 5.9 / 6.0 eV. The relative energy (zero: lowest compared OMol25 entry of this formula, charge and spin) comes out at 26.47 kcal per mole. The value obtained for the total energy is -5113.43774 a.u. The calculation puts the HOMO energy (alpha / beta) at -0.3907 / -0.3963 Ha. The charge is +1.

4.
Density functional theory data (ωB97M-V/def2-TZVPD) for C32H43Cl2LiN2O6S4Si as an isolated structure in a non-equilibrium geometry.

CARTESIAN COORDINATES (ANGSTROEM)
H: -5.021 -4.627 2.082
C: -5.151 1.054 2.515
H: 3.415 -1.328 1.100
Cl: 4.040 7.130 2.636
H: -4.281 -2.708 -0.472
C: -2.947 -4.007 2.689
S: 0.449 2.065 -3.659
C: -1.546 -4.488 2.614
H: -2.269 -3.776 -1.308
C: -3.337 2.149 1.275
C: -2.333 -0.367 -2.060
H: -3.168 0.294 4.265
O: -3.000 -2.755 1.940
C: 3.387 -0.737 -3.430
C: 1.940 4.003 1.336
H: -5.480 0.200 3.171
C: 4.829 -2.557 -4.355
H: 2.087 -2.104 -2.482
H: 1.708 -1.320 1.347
H: -5.739 1.130 1.576
H: -0.907 -2.839 -2.058
H: -3.200 -4.580 4.796
H: 4.914 4.687 3.713
C: 0.743 3.803 0.516
H: -3.683 1.826 0.296
H: -2.350 -3.089 -2.983
C: 4.077 4.525 3.063
S: 5.210 0.810 -1.685
O: -3.289 -0.137 1.687
H: -3.291 2.090 4.273
H: -4.734 -1.901 -2.000
C: 2.721 0.543 -2.939
C: 5.882 2.423 -1.553
Li: 1.489 1.160 -0.231
H: -2.693 0.507 -1.494
C: 5.279 3.326 -2.362
Cl: 4.911 2.050 3.340
C: 3.461 5.563 2.372
H: -1.252 -0.252 -2.145
H: -1.876 1.304 3.572
C: 2.384 5.336 1.533
H: 2.876 0.403 2.638
H: -3.748 -5.158 0.940
C: 3.811 -3.050 -3.602
C: -2.024 -2.919 -1.957
C: -3.679 1.069 2.309
O: 0.368 2.799 -0.081
H: -2.280 2.360 1.234
S: -0.455 -1.076 2.474
H: -3.898 3.106 1.503
H: -1.472 -5.462 3.126
H: 5.540 4.340 -2.572
H: 3.443 3.322 -3.658
C: 1.718 0.918 -3.984
H: 6.699 2.533 -0.819
H: -4.403 -3.407 4.213
H: 0.055 0.447 -6.876
H: -2.751 -0.261 -3.090
O: -1.845 -1.552 -0.057
C: -2.632 -1.657 -1.362
C: 3.833 3.208 2.699
C: -3.343 -3.690 4.126
Si: -2.254 -1.379 1.516
C: 3.915 1.474 -2.610
O: 2.022 0.273 -1.768
C: -4.130 -1.816 -1.094
H: 3.832 -4.065 -3.238
H: 5.573 -3.086 -4.933
C: 0.396 0.848 -5.926
O: 2.701 1.731 1.268
N: 2.634 -1.412 1.749
C: 4.122 2.770 -3.040
C: -0.224 1.865 -5.277
C: 2.928 -1.993 -3.156
C: -3.975 -4.966 2.006
C: 2.812 2.905 1.743
C: 1.551 0.364 -5.221
H: 1.741 6.157 1.269
S: 4.743 -0.825 -4.496
H: -0.928 -3.767 3.128
H: 0.053 4.724 0.452
H: 2.148 -0.430 -5.595
C: -2.946 1.224 3.680
N: 2.817 -0.628 2.839
H: -5.392 1.971 3.110
H: 2.087 -0.861 3.527
H: -4.565 -0.951 -0.599
H: -0.995 2.558 -5.602
H: -2.733 -2.866 4.533
H: -1.192 -4.523 1.575
H: -3.935 -5.977 2.469

Atoms 1-6, force components in eV/Å:
H 0.4 0.2 0.0
C -1.8 0.4 1.3
H -0.6 0.1 0.1
Cl 0.4 1.7 0.3
H -0.1 0.2 -0.1
C -1.2 1.7 -1.2

The calculation puts the orbital gap at 5.5 eV. The relative energy (zero: lowest compared OMol25 entry of this formula, charge and spin) comes out at 0.00 kcal per mole. The value obtained for the total energy is -4616.49650 a.u. The calculation puts the HOMO energy at -0.0558 Ha. The charge is -2.

Number 4 is which compound?
C32H43Cl2LiN2O6S4Si

Among the records above, which one has the lowest charge?
C32H43Cl2LiN2O6S4Si

What is the formula in the third record?
C32H43BrF3N5O2STl